[1]
This record from the Open Molecules 2025 dataset describes a structure of composition C24H27ClNNaO5P. The level of theory is the ωB97M-V functional and the def2-TZVPD basis.

XYZ file:
```
60
Properties=species:S:1:pos:R:3:forces:R:3
Na 1.988538 -0.361032 -0.318291 -0.6 -0.6 -0.1
O 6.525039 3.666033 -0.173165 0.0 0.0 0.0
C 5.619502 2.857039 -0.192485 0.1 0.2 0.1
C 4.151682 3.161763 -0.280015 -0.1 0.2 -0.1
O 3.656780 4.277486 -0.367932 0.0 -0.1 0.0
C 3.447126 1.877591 -0.260412 -0.1 0.3 0.0
C 4.397909 0.816182 -0.175683 0.2 -0.1 0.0
O 4.121236 -0.428948 -0.153477 0.1 0.0 0.0
C 5.751629 1.365137 -0.115469 0.3 -0.1 -0.1
O 6.801777 0.742245 -0.032356 -0.1 0.0 0.0
O 2.178198 1.750327 -0.319452 0.1 0.1 0.0
C -2.529449 -1.017124 -2.160139 0.0 0.0 0.0
C -2.819877 -0.728133 -0.681793 0.0 0.0 0.0
C -2.976097 -2.060596 0.050818 0.0 0.0 0.0
C -4.127514 0.057447 -0.602794 0.0 0.0 0.0
P -1.259670 0.123064 -0.061850 0.2 0.0 0.0
C -1.396786 1.796865 -0.781912 -0.1 0.0 0.0
C -0.434220 2.151569 -1.720094 0.0 0.0 0.0
C -0.421972 3.417085 -2.288496 0.0 0.1 -0.1
C -1.378726 4.347567 -1.927531 0.0 0.0 0.0
C -2.349978 4.010709 -0.992662 0.0 0.1 0.0
C -2.356667 2.749611 -0.426526 0.0 0.0 0.0
C -1.320483 0.375081 1.803538 0.0 -0.1 0.1
C -0.704779 -0.892234 2.415750 0.0 0.0 0.0
C -2.663112 0.622604 2.491297 -0.1 0.0 -0.1
C -0.376211 1.548756 2.091420 0.0 0.0 0.0
H -3.371096 -1.560366 -2.599010 0.0 0.0 0.0
H -1.628544 -1.622285 -2.274730 0.0 0.0 0.0
H -2.390955 -0.093138 -2.723506 0.0 0.0 0.0
H -3.767267 -2.648525 -0.423682 0.0 0.0 0.0
H -3.244492 -1.928594 1.099763 0.0 0.0 0.0
H -2.052736 -2.640932 0.008360 0.0 0.0 0.0
H -4.938218 -0.543666 -1.025121 0.0 0.0 0.0
H -4.064461 0.980327 -1.177450 0.0 0.0 0.0
H -4.401267 0.308406 0.419921 0.0 0.0 0.1
H 0.353519 1.457110 -1.972730 0.0 0.0 0.0
H 0.364856 3.681168 -2.981567 0.0 0.0 0.0
H -1.356843 5.342265 -2.353583 0.0 0.0 0.0
H -3.093916 4.738784 -0.692965 0.0 0.0 0.0
H -3.115187 2.511302 0.306389 0.0 0.0 0.0
H -1.306292 -1.780638 2.219786 0.0 0.0 0.0
H -0.626435 -0.772883 3.500063 0.0 0.0 0.0
H 0.298162 -1.073803 2.025218 0.0 0.0 0.0
H -3.353346 -0.214637 2.369087 0.0 0.0 0.0
H -3.154552 1.526770 2.135544 0.0 0.0 0.0
H -2.491659 0.749387 3.564260 0.0 0.0 0.0
H 0.566876 1.471572 1.542497 0.0 0.0 0.0
H -0.158338 1.577185 3.162735 0.0 0.0 0.0
H -0.822795 2.500537 1.809512 0.0 0.0 0.0
Cl 5.229083 -4.995432 0.276909 0.1 0.0 0.0
C 3.573304 -4.547138 0.068601 -0.1 -0.1 0.0
C 2.593636 -5.524479 0.034565 0.0 0.2 0.0
C 1.279029 -5.114574 -0.134043 0.2 -0.1 0.0
C 1.024381 -3.762141 -0.256614 -0.2 0.1 0.0
N 1.968731 -2.826068 -0.224155 0.1 0.0 0.0
C 3.239649 -3.203294 -0.062508 -0.1 -0.2 0.0
H 2.856175 -6.568164 0.136300 0.0 0.0 0.0
H 0.471399 -5.831958 -0.168955 0.0 0.0 0.0
H 0.010371 -3.403354 -0.388963 0.0 0.0 0.0
H 3.985349 -2.414858 -0.040198 0.1 0.0 0.0
```
Forces are in eV/Å.

The calculation puts the gap between HOMO and LUMO at 5.105 eV. For the HOMO energy, the calculation gives -0.1205 Eh. Its energy above the lowest of the compared OMol25 structures with the same formula, charge and spin is 0.000 eV. As for the multiplicity: 1. As for the net charge: -1.

***

[2]
This record from the Open Molecules 2025 dataset describes a structure of composition C19H15ClKO5. The level of theory is the ωB97M-V functional and the def2-TZVPD basis.

XYZ file:
```
41
Properties=species:S:1:pos:R:3:forces:R:3
K -0.874926 0.618117 -0.578146 -0.1 0.1 -0.1
O -1.212256 0.418219 1.939373 -0.1 -0.1 -0.1
O -0.703751 -0.873094 1.488420 0.1 0.0 0.4
C 4.619429 -1.351049 -4.959764 0.0 0.0 0.0
C 4.381715 -1.490324 -3.483804 0.0 0.1 -0.1
C 4.927227 -2.531680 -2.756263 0.0 0.0 0.0
C 4.678474 -2.644022 -1.398229 0.0 0.0 0.1
Cl 5.414025 -3.956740 -0.510365 0.0 0.0 0.0
C 3.868731 -1.734359 -0.747909 0.0 0.0 -0.1
C 3.321074 -0.678048 -1.468351 0.0 0.0 0.0
C 3.580367 -0.544114 -2.827610 0.0 -0.1 0.0
O 3.121169 0.448877 -3.623120 0.0 0.0 0.0
C 2.364323 1.513711 -3.066180 0.0 -0.1 0.0
C 0.893665 1.186732 -2.740465 0.4 0.0 -0.3
O 0.229334 2.188184 -2.388349 -0.1 0.1 0.2
O 0.526198 -0.001133 -2.815835 -0.1 0.0 0.1
H 5.283878 -2.135552 -5.321323 0.0 0.0 0.0
H 5.057992 -0.380512 -5.196131 0.0 0.0 0.0
H 3.676257 -1.409414 -5.505752 0.0 0.0 0.0
H 5.555176 -3.262594 -3.249573 0.0 0.0 0.0
H 3.646660 -1.853815 0.304585 0.0 0.0 0.0
H 2.664746 0.012043 -0.960277 0.0 0.0 0.0
H 2.389172 2.304325 -3.813486 0.0 0.0 0.0
H 2.845181 1.901210 -2.162183 0.0 0.0 0.0
C 2.273857 -4.834124 0.999770 0.0 0.0 0.1
C 1.272061 -4.263039 0.192890 -0.1 0.0 0.0
C 0.598101 -3.149890 0.616383 0.0 0.0 0.0
C 0.898612 -2.550328 1.860323 0.1 0.0 0.0
C 0.233748 -1.357940 2.307234 0.1 -0.1 -0.1
C 0.591246 -0.776184 3.501392 -0.1 0.0 -0.1
C 1.592076 -1.369129 4.293792 0.0 0.0 0.0
C 2.242188 -2.507168 3.907983 0.0 0.0 0.1
C 1.912168 -3.118213 2.672383 -0.1 0.1 0.0
C 2.582449 -4.275445 2.208501 0.0 0.0 -0.1
H 2.813314 -5.705193 0.649880 0.0 0.0 0.0
H 1.044733 -4.698421 -0.771880 0.0 0.0 0.0
H -0.166347 -2.706598 -0.006627 0.0 0.0 0.0
H 0.082285 0.128873 3.789400 0.0 0.0 0.0
H 1.853622 -0.898504 5.235143 0.0 0.0 0.0
H 3.017089 -2.948094 4.523812 0.0 0.0 0.0
H 3.364312 -4.702027 2.826727 0.0 0.0 0.0
```
Forces are in eV/Å.

The calculation puts the gap between HOMO and LUMO at 6.873 eV. For the HOMO energy, the calculation gives -0.1601 Eh. As for the multiplicity: 1. As for the net charge: -1.

***

[3]
This record from the Open Molecules 2025 dataset describes the molecule C4H5NO2 at a distorted geometry. The level of theory is the ωB97M-V functional and the def2-TZVPD basis.

XYZ file:
```
12
Properties=species:S:1:pos:R:3:forces:R:3
C -0.277688 -1.310952 0.251386 0.2 -3.6 1.5
C -0.378463 1.340950 -0.161354 -0.2 6.7 0.6
C 0.827976 0.693055 0.292171 -0.7 1.3 -2.0
C 0.955730 -0.578001 -0.394242 -9.5 -5.4 -3.7
H -0.061308 -1.204356 1.331736 -0.8 -0.8 -0.1
H -0.643854 -2.420109 -0.016564 1.7 2.1 0.5
H -0.592723 2.558833 0.013713 0.9 -3.0 -0.9
H 0.588918 0.557445 1.237493 -0.2 -0.5 4.7
H 0.602113 -0.585647 -1.435438 1.2 0.5 -0.5
N -1.477685 0.783421 0.007254 -2.3 -2.3 -1.5
O -1.516196 -0.685071 -0.119690 1.8 2.2 0.5
O 1.976861 0.027518 -0.018996 7.9 2.6 1.0
```
Forces are in eV/Å.

The calculation puts the gap between HOMO and LUMO at 10.412 eV. Its SMILES is C1=NOC[C@@H]2O[C@@H]12. For the HOMO energy, the calculation gives -0.3594 Eh. Its energy above the lowest of the compared OMol25 structures with the same formula, charge and spin is 8.637 eV. As for the multiplicity: 1. As for the net charge: 0.

***

[4]
This record from the Open Molecules 2025 dataset describes a structure of composition C19H46BrGaIN2O6S at a distorted geometry. The level of theory is the ωB97M-V functional and the def2-TZVPD basis.

XYZ file:
```
77
Properties=species:S:1:pos:R:3:forces:R:3
C -3.476079 1.197465 3.324660 -0.1 0.0 1.3
C -1.886311 1.288683 3.785100 -0.9 0.8 0.5
C -0.881033 1.849850 2.617966 0.4 0.5 2.0
I -1.907915 2.135151 0.657330 0.6 0.2 0.8
Ga 0.734571 0.570581 2.216220 -1.0 -0.7 -1.6
Br 2.129306 0.123114 4.164136 -0.1 0.1 0.0
C 1.769774 1.162672 0.527267 1.2 -0.4 -0.8
C 3.018479 2.189708 0.797503 -0.2 0.9 -1.1
C 2.779572 3.274834 2.002951 0.7 0.9 -0.4
C 1.718173 4.472975 1.636670 0.7 0.4 1.4
O 2.262956 5.290807 0.505745 -1.7 0.8 1.1
C -0.157677 -1.275045 1.721681 0.5 -1.2 0.8
C -0.606996 -2.131937 3.073165 -0.2 -0.4 -0.7
C -2.190554 -2.527279 2.917597 -0.7 -0.5 0.1
C -2.361484 -4.012716 2.188682 -0.5 0.0 2.2
S -3.095967 -3.915372 0.468504 3.6 -0.4 -7.5
O -2.521000 -2.731240 -0.388708 -2.5 -3.6 4.1
O -2.696180 -5.233467 -0.267919 -2.0 3.6 3.2
O -4.794326 -3.775505 0.412783 1.8 -0.4 -0.4
H -3.914070 2.256630 2.996099 1.2 -2.4 0.4
H -3.631309 0.372686 2.506565 0.2 1.8 1.5
H -4.104644 0.905707 4.296527 1.3 0.4 -2.0
H -1.852196 2.077789 4.676360 -0.1 -1.7 -1.8
H -1.533831 0.262588 4.272257 -0.7 2.1 -1.4
H -0.455907 2.887735 2.987201 -1.2 -1.8 -1.1
H 0.991941 1.547803 -0.283246 1.8 -0.5 1.7
H 2.240593 0.172455 0.059038 -1.0 2.0 0.9
H 4.070142 1.647088 0.937225 -2.5 1.0 0.0
H 3.144364 2.827664 -0.203650 0.0 -1.1 2.1
H 2.480702 2.815742 3.037170 0.4 0.6 -2.1
H 3.831232 3.812036 2.179012 -2.2 -1.0 -0.3
H 0.625287 4.097322 1.451623 2.1 0.6 0.0
H 1.714647 5.214947 2.571014 -0.2 -1.7 -1.7
H 1.772372 6.182485 0.525051 1.0 -2.2 0.0
H -1.084127 -1.077011 1.034799 1.9 -0.7 1.1
H 0.693694 -1.918427 1.194990 -2.0 1.4 0.7
H -0.002945 -3.153956 3.132772 -1.2 2.1 -0.1
H -0.353059 -1.562656 4.080227 -0.8 -1.2 -2.1
H -2.791815 -1.763091 2.237369 1.5 -1.4 1.6
H -2.762060 -2.619505 3.955129 1.2 0.3 -2.1
H -1.326624 -4.560113 2.093393 -2.1 1.2 -0.5
H -3.051764 -4.731843 2.843321 1.3 1.6 -1.7
H -5.020689 -3.869028 -0.574351 0.8 0.2 1.7
C 6.988577 6.242967 -2.650077 0.1 0.1 -0.2
C 5.838201 6.434511 -1.662725 0.3 -0.5 0.2
C 6.293489 6.937455 -0.273810 -0.4 -0.2 0.1
O 6.887530 5.930216 0.550827 0.2 0.6 -0.3
C 8.259336 5.685795 0.280257 -0.3 -0.3 0.2
N 5.084287 5.176231 -1.560649 0.1 0.3 0.3
H 7.570798 5.338416 -2.448623 -0.1 0.1 0.1
H 6.601720 6.152256 -3.670595 0.0 0.0 0.2
H 7.669576 7.099869 -2.626859 0.0 -0.1 0.0
H 5.174979 7.198340 -2.086599 0.0 0.0 0.2
H 5.402089 7.273198 0.270388 0.1 -0.2 0.0
H 6.951118 7.811005 -0.356353 0.2 -0.1 -0.1
H 8.791720 6.595075 -0.014429 -0.1 0.0 -0.1
H 8.356615 4.918891 -0.491168 0.2 0.1 -0.1
H 8.720937 5.295375 1.191689 -0.1 0.1 0.0
H 4.262363 5.335286 -0.975232 0.0 -0.2 -0.2
H 5.651260 4.526893 -1.007596 -0.2 0.1 -0.2
C -5.651036 -8.212173 -4.503658 0.0 -0.3 0.0
C -4.570251 -7.133624 -4.563255 -0.5 0.2 0.1
C -4.491111 -6.267144 -3.285651 0.4 0.1 -0.2
O -5.524410 -5.283283 -3.177240 0.1 -0.4 0.3
C -6.753053 -5.778164 -2.667007 0.0 0.3 -0.2
N -4.785970 -6.309581 -5.761795 0.1 0.3 0.2
H -6.658207 -7.807943 -4.645021 0.2 0.0 0.0
H -5.491393 -8.953522 -5.293757 0.0 0.2 0.1
H -5.625429 -8.737697 -3.543580 0.0 0.1 -0.1
H -3.607895 -7.648858 -4.669893 0.0 0.2 0.1
H -3.551422 -5.702157 -3.320916 -0.2 0.0 0.0
H -4.445184 -6.885024 -2.380944 -0.1 0.0 0.0
H -6.604786 -6.561454 -1.917651 0.0 0.0 -0.1
H -7.376168 -6.145132 -3.485399 -0.1 -0.2 0.1
H -7.285040 -4.946390 -2.196527 0.1 0.0 0.0
H -4.008938 -5.652253 -5.849599 -0.1 -0.2 -0.1
H -5.591547 -5.705708 -5.573781 0.2 -0.2 -0.1
```
Forces are in eV/Å.

The calculation puts the gap between HOMO and LUMO at 7.144 eV. For the HOMO energy, the calculation gives -0.1849 Eh. As for the multiplicity: 1. As for the net charge: -1.

***

What did the second record say?
This record from the Open Molecules 2025 dataset describes a structure of composition C19H15ClKO5. The level of theory is the ωB97M-V functional and the def2-TZVPD basis.

XYZ file:
```
41
Properties=species:S:1:pos:R:3:forces:R:3
K -0.874926 0.618117 -0.578146 -0.1 0.1 -0.1
O -1.212256 0.418219 1.939373 -0.1 -0.1 -0.1
O -0.703751 -0.873094 1.488420 0.1 0.0 0.4
C 4.619429 -1.351049 -4.959764 0.0 0.0 0.0
C 4.381715 -1.490324 -3.483804 0.0 0.1 -0.1
C 4.927227 -2.531680 -2.756263 0.0 0.0 0.0
C 4.678474 -2.644022 -1.398229 0.0 0.0 0.1
Cl 5.414025 -3.956740 -0.510365 0.0 0.0 0.0
C 3.868731 -1.734359 -0.747909 0.0 0.0 -0.1
C 3.321074 -0.678048 -1.468351 0.0 0.0 0.0
C 3.580367 -0.544114 -2.827610 0.0 -0.1 0.0
O 3.121169 0.448877 -3.623120 0.0 0.0 0.0
C 2.364323 1.513711 -3.066180 0.0 -0.1 0.0
C 0.893665 1.186732 -2.740465 0.4 0.0 -0.3
O 0.229334 2.188184 -2.388349 -0.1 0.1 0.2
O 0.526198 -0.001133 -2.815835 -0.1 0.0 0.1
H 5.283878 -2.135552 -5.321323 0.0 0.0 0.0
H 5.057992 -0.380512 -5.196131 0.0 0.0 0.0
H 3.676257 -1.409414 -5.505752 0.0 0.0 0.0
H 5.555176 -3.262594 -3.249573 0.0 0.0 0.0
H 3.646660 -1.853815 0.304585 0.0 0.0 0.0
H 2.664746 0.012043 -0.960277 0.0 0.0 0.0
H 2.389172 2.304325 -3.813486 0.0 0.0 0.0
H 2.845181 1.901210 -2.162183 0.0 0.0 0.0
C 2.273857 -4.834124 0.999770 0.0 0.0 0.1
C 1.272061 -4.263039 0.192890 -0.1 0.0 0.0
C 0.598101 -3.149890 0.616383 0.0 0.0 0.0
C 0.898612 -2.550328 1.860323 0.1 0.0 0.0
C 0.233748 -1.357940 2.307234 0.1 -0.1 -0.1
C 0.591246 -0.776184 3.501392 -0.1 0.0 -0.1
C 1.592076 -1.369129 4.293792 0.0 0.0 0.0
C 2.242188 -2.507168 3.907983 0.0 0.0 0.1
C 1.912168 -3.118213 2.672383 -0.1 0.1 0.0
C 2.582449 -4.275445 2.208501 0.0 0.0 -0.1
H 2.813314 -5.705193 0.649880 0.0 0.0 0.0
H 1.044733 -4.698421 -0.771880 0.0 0.0 0.0
H -0.166347 -2.706598 -0.006627 0.0 0.0 0.0
H 0.082285 0.128873 3.789400 0.0 0.0 0.0
H 1.853622 -0.898504 5.235143 0.0 0.0 0.0
H 3.017089 -2.948094 4.523812 0.0 0.0 0.0
H 3.364312 -4.702027 2.826727 0.0 0.0 0.0
```
Forces are in eV/Å.

The calculation puts the gap between HOMO and LUMO at 6.873 eV. For the HOMO energy, the calculation gives -0.1601 Eh. As for the multiplicity: 1. As for the net charge: -1.